# 1
Below is a cluster of 3 separate species, C14H41BClN6O4P2 in total at a distorted geometry, with properties calculated with ωB97M-V with the def2-TZVPD basis set.

Output
HOMO energy, eV: -4.6
2S+1: 1
Frontier orbital gap, eV: 5.46
Energy, hartree: -2355.142366
Charge: -1

Atoms and positions in Å:
Cl (-3.5813, -3.0537, 0.9063)
B (-3.5219, -4.6440, -0.1227)
O (-3.2068, -4.0567, -1.4722)
C (-2.0524, -4.6712, -2.1535)
C (-1.6539, -5.7744, -1.0080)
O (-2.4326, -5.6208, 0.2332)
H (-4.5222, -5.2915, -0.0501)
H (-1.0830, -4.0307, -2.3012)
H (-2.4182, -5.0315, -3.2081)
H (-1.8602, -6.7933, -1.5520)
H (-0.5314, -5.7606, -0.6484)
O (-3.4075, 2.1186, 3.5640)
P (-2.2642, 2.5010, 2.5924)
N (-3.0904, 3.8877, 2.0380)
C (-4.3545, 3.8143, 1.3193)
C (-3.1812, 4.9423, 3.0525)
N (-2.4613, 1.1516, 1.5758)
C (-2.8873, 1.1693, 0.1885)
C (-2.9053, -0.0967, 2.1980)
N (-0.9499, 2.9406, 1.4755)
C (0.3435, 2.7341, 2.1354)
C (-0.8774, 4.1430, 0.6564)
H (-4.6924, 4.8171, 1.0272)
H (-5.1430, 3.3389, 1.9034)
H (-4.2404, 3.2899, 0.3722)
H (-2.2033, 5.1049, 3.5195)
H (-3.8938, 4.6835, 3.8433)
H (-3.4834, 5.8991, 2.6131)
H (-3.9772, 1.1738, 0.0998)
H (-2.5188, 0.2783, -0.3368)
H (-2.4869, 2.0171, -0.3710)
H (-3.9919, -0.1001, 2.3450)
H (-2.4225, -0.2411, 3.1707)
H (-2.6397, -0.9678, 1.5908)
H (0.5228, 3.5055, 2.8925)
H (1.1700, 2.7403, 1.4170)
H (0.3659, 1.7595, 2.6343)
H (-0.7959, 5.0530, 1.2676)
H (-1.7338, 4.2403, -0.0169)
H (-0.0017, 4.1126, -0.0032)
O (2.3527, -2.8063, -1.9747)
P (3.4200, -1.7859, -1.5088)
N (2.4396, -1.2222, -0.2306)
C (1.1677, -0.5495, -0.4536)
C (2.2733, -2.2098, 0.8402)
N (3.3301, -0.8142, -2.9019)
C (2.8613, 0.5576, -2.9703)
C (3.0356, -1.4854, -4.1690)
N (4.6470, -0.6129, -0.9732)
C (5.9747, -1.2335, -1.0273)
C (4.5706, 0.2410, 0.2045)
H (0.7202, -0.2417, 0.5004)
H (0.4506, -1.1732, -0.9882)
H (1.3051, 0.3862, -0.9928)
H (3.2436, -2.6383, 1.1153)
H (1.6160, -3.0314, 0.5353)
H (1.8614, -1.7548, 1.7475)
H (1.7743, 0.6090, -3.0789)
H (3.3022, 1.0706, -3.8352)
H (3.1553, 1.1536, -2.1040)
H (1.9602, -1.6696, -4.2778)
H (3.5608, -2.4446, -4.2336)
H (3.3696, -0.8937, -5.0271)
H (6.0979, -1.9625, -0.2187)
H (6.7734, -0.4873, -0.9596)
H (6.1122, -1.7580, -1.9788)
H (4.5778, -0.3418, 1.1365)
H (3.6881, 0.8870, 0.1939)
H (5.4237, 0.9291, 0.2425)

# 2
Below is a cluster of 12 separate species, C14H41BN12O24P in total at a distorted geometry, with properties calculated with ωB97M-V with the def2-TZVPD basis set.

Output
HOMO energy, eV: -12.4
2S+1: 1
Frontier orbital gap, eV: 8.42
Energy, hartree: -3385.703847
Charge: +1

Atoms and positions in Å:
C (3.0241, 3.3390, 0.0312)
C (3.3297, 3.8662, -1.0348)
N (3.3639, 4.2091, -2.4742)
P (2.0038, 5.3980, -2.7643)
O (1.0579, 5.2246, -1.5907)
B (3.1043, 2.9971, -3.3860)
C (1.8963, 1.9652, -3.0717)
O (3.9443, 2.8156, -4.5322)
H (2.7307, 2.6882, 0.9104)
H (4.2682, 4.6759, -2.6676)
H (1.3151, 5.1357, -3.9979)
H (2.6079, 6.7039, -2.7583)
H (2.2965, 0.9207, -3.2690)
H (1.5115, 2.0402, -2.0117)
H (1.0401, 2.2499, -3.7742)
H (3.7489, 3.5221, -5.1960)
C (-1.9985, 4.3235, -1.5906)
N (-2.2935, 3.2819, -2.6088)
O (-3.4514, 3.1330, -2.9407)
O (-1.3390, 2.6467, -3.0407)
H (-2.9299, 4.8045, -1.2994)
H (-1.5369, 3.8280, -0.7375)
H (-1.3193, 5.0421, -2.0451)
C (-0.4520, -1.6470, -3.3300)
N (0.8432, -2.2653, -3.7113)
O (0.9990, -2.5782, -4.8779)
O (1.6614, -2.4134, -2.8167)
H (-1.0814, -1.5733, -4.2141)
H (-0.9143, -2.2883, -2.5776)
H (-0.2364, -0.6585, -2.9269)
C (0.0552, 9.4638, -2.2945)
N (-0.2717, 8.4192, -3.2996)
O (-1.4337, 8.2892, -3.6105)
O (0.6622, 7.7561, -3.7443)
H (-0.8647, 9.9599, -1.9948)
H (0.5205, 8.9660, -1.4435)
H (0.7396, 10.1704, -2.7620)
C (1.0378, 6.9127, 1.2628)
N (0.1326, 8.0929, 1.2939)
O (0.5159, 9.1068, 0.7272)
O (-0.9234, 7.9623, 1.8818)
H (1.9361, 7.1768, 0.7087)
H (1.2807, 6.6588, 2.2926)
H (0.5074, 6.1018, 0.7712)
C (-1.3746, -4.8422, 0.6154)
N (-1.8676, -3.9076, -0.4281)
O (-2.9951, -4.0797, -0.8507)
O (-1.0987, -3.0267, -0.7884)
H (-2.1554, -5.5652, 0.8371)
H (-0.4949, -5.3361, 0.2228)
H (-1.1348, -4.2500, 1.4975)
C (1.2959, -2.2492, 2.6393)
N (-0.0857, -1.7468, 2.8713)
O (-0.2201, -0.7957, 3.6244)
O (-0.9844, -2.3247, 2.2890)
H (1.9905, -1.6442, 3.2175)
H (1.3265, -3.2882, 2.9639)
H (1.5027, -2.1622, 1.5732)
C (-1.9095, 4.0550, 3.3838)
N (-1.0922, 4.0305, 2.1421)
O (-1.6030, 3.5622, 1.1386)
O (0.0388, 4.4826, 2.2129)
H (-2.8844, 3.6235, 3.1697)
H (-1.3835, 3.4672, 4.1345)
H (-2.0064, 5.0950, 3.6921)
C (-1.3078, -9.3626, -0.3197)
N (-1.0355, -8.1936, 0.5587)
O (-0.3974, -7.2667, 0.0825)
O (-1.4702, -8.2435, 1.6942)
H (-0.8637, -9.1777, -1.2953)
H (-0.8606, -10.2376, 0.1486)
H (-2.3863, -9.4674, -0.4013)
C (-5.0889, -10.0587, 1.9647)
N (-3.8055, -10.6932, 1.5634)
O (-3.6779, -11.0137, 0.3903)
O (-2.9733, -10.8476, 2.4344)
H (-5.7318, -9.9852, 1.0905)
H (-5.5433, -10.6904, 2.7260)
H (-4.8570, -9.0703, 2.3580)
C (-0.8839, -1.5542, 6.3700)
N (-0.9882, -1.2448, 7.8210)
O (-1.4714, -0.1696, 8.1307)
O (-0.5813, -2.0923, 8.5944)
H (-1.2809, -0.7167, 5.8035)
H (0.1691, -1.7088, 6.1425)
H (-1.4654, -2.4559, 6.1839)
C (4.7113, -3.7418, -2.3054)
N (4.5697, -3.4386, -0.8555)
O (4.0683, -2.3674, -0.5514)
O (4.9654, -4.2841, -0.0754)
H (4.3189, -2.9050, -2.8779)
H (5.7713, -3.8859, -2.5089)
H (4.1431, -4.6475, -2.5086)

# 3
Below is a structure of composition C14H41BeO7S6 at a distorted geometry, with properties calculated with ωB97M-V with the def2-TZVPD basis set.

Output
Energy above the lowest of the compared OMol25 structures with the same formula, charge and spin, kJ/mol: 957.6
HOMO energy, eV: -10.3
2S+1: 1
Frontier orbital gap, eV: 1.91
Energy, hartree: -3487.710144
Charge: +1

Atoms and positions in Å:
Be (0.2172, 0.3645, 0.1093)
C (-5.1882, 3.5245, 4.3596)
C (-3.9922, 2.5778, 4.0492)
O (-3.0364, 3.1015, 3.1533)
H (-5.8514, 2.9162, 4.9746)
H (-5.5620, 3.9491, 3.4279)
H (-4.8829, 4.3171, 5.0427)
H (-4.4304, 1.7181, 3.5423)
H (-3.6599, 2.0316, 4.9320)
C (6.4866, 2.8814, -1.0637)
S (5.2743, 4.2788, -0.7067)
O (3.9276, 3.5232, -0.8426)
C (5.6006, 4.5156, 1.1502)
H (6.7635, 2.9423, -2.1162)
H (5.8388, 2.0189, -0.9070)
H (7.3628, 2.8844, -0.4155)
H (6.5556, 4.9864, 1.3830)
H (5.6928, 3.5402, 1.6280)
H (4.7993, 5.0442, 1.6666)
C (0.5371, -7.7004, 0.0657)
S (1.9074, -6.4801, -0.2842)
O (1.5004, -5.1058, 0.3823)
C (3.0698, -7.3491, 0.7912)
H (0.2532, -7.9220, 1.0945)
H (0.7672, -8.6339, -0.4479)
H (-0.4200, -7.3750, -0.3419)
H (3.8878, -6.6559, 0.9874)
H (3.4516, -8.2316, 0.2778)
H (2.6784, -7.5966, 1.7779)
C (2.0038, 0.5876, -6.6370)
S (2.1003, -1.0571, -5.7191)
O (2.1329, -0.6075, -4.2531)
C (0.4160, -1.7610, -6.1305)
H (3.0712, 0.8077, -6.6216)
H (1.5981, 1.4355, -6.0852)
H (1.6155, 0.4924, -7.6510)
H (0.3294, -1.8063, -7.2161)
H (-0.2646, -0.9522, -5.8644)
H (0.0786, -2.7191, -5.7352)
C (-5.9221, -3.9305, 0.5864)
S (-6.0070, -3.0167, -0.9962)
O (-4.7457, -2.1240, -0.8753)
C (-7.3465, -1.8285, -0.6783)
H (-4.8874, -4.2689, 0.6410)
H (-6.4904, -4.8484, 0.4360)
H (-6.3155, -3.4198, 1.4653)
H (-8.2770, -2.3836, -0.7974)
H (-7.2595, -1.0010, -1.3823)
H (-7.3290, -1.4232, 0.3334)
C (4.4822, 0.4178, 6.7762)
S (3.3634, -0.6894, 5.8390)
O (3.5128, -0.1764, 4.4168)
C (4.2378, -2.2575, 6.0206)
H (5.5351, 0.2621, 6.5409)
H (4.4497, 0.3105, 7.8604)
H (4.1895, 1.4380, 6.5279)
H (4.0660, -2.5274, 7.0625)
H (5.2940, -2.1076, 5.7967)
H (3.8794, -3.0331, 5.3438)
C (-2.1861, 5.8304, -4.5027)
S (-3.1979, 4.3952, -4.1804)
O (-2.2601, 3.5360, -3.3483)
C (-4.2188, 5.3116, -2.9586)
H (-1.4252, 5.7059, -5.2731)
H (-1.6360, 6.1752, -3.6271)
H (-2.8126, 6.7084, -4.6598)
H (-3.7963, 6.2931, -2.7438)
H (-4.3070, 4.8151, -1.9922)
H (-5.2197, 5.3512, -3.3882)

# 4
Below is a cluster of 7 separate species, C14H41Cl2O14P in total at a distorted geometry, with properties calculated with ωB97M-V with the def2-TZVPD basis set.

Output
Energy above the lowest of the compared OMol25 structures with the same formula, charge and spin, kJ/mol: 0.0
SMILES: COP(=O)(OC)OC.ClCCl.OCCO.OCCO.OCCO.OCCO.OCCO
HOMO energy, eV: -9.9
2S+1: 1
Frontier orbital gap, eV: 9.93
Energy, hartree: -2873.100551
Charge: 0

Atoms and positions in Å:
C (-0.8421, 7.7821, -0.4020)
O (-0.6667, 6.4585, -0.9321)
P (-1.3668, 6.0456, -2.2961)
O (-1.2816, 7.0369, -3.3594)
O (-0.6841, 4.6601, -2.6048)
C (-0.8647, 3.5476, -1.7322)
O (-2.8532, 5.5793, -1.9432)
C (-3.7923, 6.4742, -1.3659)
H (-1.1455, 8.4673, -1.1926)
H (0.1178, 8.0813, 0.0073)
H (-1.5917, 7.7450, 0.3870)
H (-1.3045, 3.7833, -0.7666)
H (0.0718, 2.9993, -1.6935)
H (-1.5797, 2.8592, -2.1947)
H (-4.1119, 6.0835, -0.3990)
H (-4.6586, 6.5287, -2.0243)
H (-3.4114, 7.4838, -1.2231)
C (2.2807, -4.3705, 4.3582)
C (2.3219, -3.3839, 3.2190)
O (1.0880, -2.6650, 3.0745)
O (2.4289, -3.7150, 5.6155)
H (3.1664, -5.0042, 4.2606)
H (1.3686, -4.9673, 4.3664)
H (2.5697, -3.9076, 2.2899)
H (3.1147, -2.6517, 3.3936)
H (1.1585, -1.8790, 3.6347)
H (1.5810, -3.3097, 5.8239)
C (-1.7602, -3.7828, 1.7170)
C (-3.0424, -4.3768, 1.1811)
O (-3.0406, -5.7918, 1.2228)
O (-0.6310, -4.4121, 1.1582)
H (-1.7481, -3.9084, 2.8108)
H (-1.7562, -2.7070, 1.5327)
H (-3.1307, -4.0573, 0.1282)
H (-3.8910, -3.9772, 1.7299)
H (-2.1549, -6.0673, 0.9612)
H (0.1269, -3.8990, 1.4701)
C (1.2700, 1.7104, 3.3712)
C (2.0714, 0.6745, 4.1193)
O (1.2514, -0.3440, 4.6614)
O (0.3987, 2.4481, 4.2191)
H (0.6969, 1.1666, 2.6274)
H (1.9989, 2.3831, 2.9007)
H (2.6865, 1.1621, 4.8872)
H (2.7712, 0.2066, 3.4222)
H (0.7975, 0.0046, 5.4341)
H (0.9152, 3.1641, 4.5990)
C (2.0633, -4.2734, -3.2631)
C (2.8065, -3.6900, -2.0898)
O (3.8681, -4.5742, -1.7694)
O (1.3193, -5.4384, -2.9097)
H (2.8027, -4.5911, -3.9949)
H (1.3862, -3.5097, -3.6653)
H (2.1234, -3.5658, -1.2359)
H (3.2048, -2.6910, -2.2922)
H (4.3434, -4.2193, -1.0130)
H (0.8625, -5.2570, -2.0827)
C (-1.7597, 1.5232, -4.9867)
C (-0.5687, 0.9109, -4.2924)
O (-0.8105, 0.4582, -2.9580)
O (-2.5929, 0.6055, -5.6634)
H (-1.4163, 2.2801, -5.6913)
H (-2.3481, 2.0978, -4.2536)
H (0.2618, 1.6175, -4.2627)
H (-0.1805, 0.0861, -4.9081)
H (-1.5495, -0.1574, -2.9838)
H (-2.8698, -0.1081, -5.0824)
C (0.7624, -0.5250, -0.3546)
Cl (2.4439, -0.9948, -0.0270)
Cl (-0.1957, -0.5976, 1.1262)
H (0.7279, 0.4884, -0.7269)
H (0.3734, -1.2325, -1.0737)